Below is an isolated molecule of C4H8Cl2, with properties calculated with ωB97M-V with the def2-TZVPD basis set.

Element x y z (Å)
1 Cl 2.70631 0.51858 0.03018
2 Cl 0.19722 2.08794 0.20352
3 C -0.01416 -0.44327 1.39385
4 C 1.20568 -0.11811 -0.79921
5 C -1.40614 0.10702 -0.66908
6 C -0.06377 0.17793 -0.05166
7 H 1.38879 -1.17058 -1.00389
8 H 1.23568 0.36846 -1.72211
9 H -0.90850 -0.03771 1.82717
10 H 0.89260 -0.08150 1.93631
11 H -1.54714 0.90729 -1.44548
12 H -0.02892 -1.54869 1.39535
13 H -2.16190 0.17875 0.13975
14 H -1.49577 -0.94611 -1.23470

## Properties
* SMILES: CC(C)(Cl)CCl
* HOMO-LUMO gap: 10.84 eV
* HOMO energy: -10.0787 eV
* relative energy (zero: lowest compared OMol25 entry of this formula, charge and spin): 80.7 kJ/mol
* DFT total energy: -1077.57384 a.u.
* charge: 0